[1]
92
Properties=species:S:1:pos:R:3:lowdin_charge:R:1 method="wB97M-V/def2-TZVPD" e_lumo_ev=-1.150
H -8.7287 7.8847 -7.8481 0.1208
H -5.2141 -3.0770 3.5529 0.1095
O 4.6455 -4.6881 3.6190 -0.1128
H -0.6262 -1.1785 2.8960 0.1729
H -2.5952 2.7598 0.2386 0.1213
C -4.0770 0.8716 1.4425 -0.2767
C 12.8070 -3.7932 3.1505 -0.2522
C -6.8975 -1.7835 3.2192 -0.0532
C 1.2518 -4.1336 2.5139 -0.3804
C -5.4084 3.4597 -3.6760 -0.0558
H 9.0790 -5.5670 -0.6990 0.0906
H -7.6076 -2.4587 3.6790 0.1081
H 11.9200 -0.5802 4.0428 0.0653
C -5.8106 7.8546 -9.5664 -0.0568
C -4.8198 4.0104 -4.8010 0.0031
O -3.7181 5.2584 -7.0475 0.1062
F 2.9128 -2.9629 3.7144 0.1663
P 11.0187 -3.3294 3.0817 0.9220
C 10.9793 -0.5710 3.4941 -0.1733
C 11.0512 -1.6151 2.3668 -0.4142
C -4.6403 -1.2641 2.5711 0.0018
C 5.5986 -5.4855 2.9204 -0.1577
O 8.8558 -6.2563 1.2394 -0.2014
H -7.4147 3.8704 0.2323 0.1234
C -7.3333 -0.5773 2.6960 -0.0003
C -5.5189 4.9347 -5.5686 -0.0820
O 9.8402 -6.0166 3.5408 -0.2457
C -7.6016 6.2485 -6.0441 -0.2774
H 10.2175 -1.5308 1.6669 0.0722
C -7.7056 7.6402 -8.1002 -0.0020
H 13.3450 -3.1912 2.4108 0.0279
H -5.7966 5.3807 -0.8579 0.1130
C 2.2907 -4.1261 3.6652 -0.4346
C -7.3990 4.7528 -4.0692 0.0051
H 7.3965 -6.0246 -0.2083 0.0878
O -8.7298 6.5668 -5.7295 0.1069
C -6.3599 3.6279 0.2347 -0.0144
C -5.0767 7.0081 -8.7531 -0.0021
H -4.8650 2.7351 -3.0826 0.1093
H -7.7027 8.8200 -9.8857 0.1075
P 9.2237 -5.2945 2.4516 0.2488
H 5.6153 -5.2157 1.8587 0.1357
F 0.4675 -1.8007 4.3909 0.1257
C -5.5512 -2.1303 3.1507 -0.0505
C -7.1279 8.1652 -9.2435 -0.0568
H -5.3586 8.2717 -10.4571 0.1074
H -8.3803 -0.3103 2.7459 0.1211
C 8.3259 -5.5439 0.0860 -0.0866
H 5.3044 -6.5372 3.0120 0.1263
F 0.3473 -5.0614 2.7963 0.1779
C -5.4507 4.4758 -0.3752 -0.0743
C -6.4245 0.2890 2.1013 -0.0830
C -3.6495 3.0022 0.2363 0.0002
C -6.9081 1.5671 1.5122 -0.2762
F 1.8561 -4.5250 1.3778 0.1457
H 3.2378 -5.8957 4.4449 0.1462
H 10.1591 -0.7910 4.1767 0.0581
C -4.5602 2.1400 0.8346 -0.0813
H 3.2376 -5.8891 2.6872 0.1302
C -6.8186 5.2967 -5.2092 -0.0816
H -3.8176 3.7202 -5.0866 0.1213
C -5.9196 2.4611 0.8461 -0.0784
O 10.2594 -4.2393 1.8511 -0.4072
F 1.6059 -4.3286 4.8045 0.1280
F -1.3061 -2.8449 3.6229 0.1133
O -2.8970 0.5840 1.4391 0.0987
H -4.0541 6.7630 -9.0065 0.1206
H 12.9841 -4.8517 2.9671 0.0414
C 6.9663 -5.3543 3.5841 -0.1574
C -5.6563 6.4679 -7.6119 -0.0833
C 3.3526 -5.2526 3.5656 -0.0814
F 1.4491 -1.9227 1.6756 0.1901
C -0.2343 -2.1167 3.3057 -0.3248
H 13.2228 -3.5458 4.1271 0.0377
H 7.3753 -6.3555 3.7263 0.1155
H 11.9688 -1.4303 1.7969 0.0672
H 10.7846 0.4084 3.0595 0.0661
C -4.0940 4.1672 -0.3660 -0.0575
H -8.4014 5.0428 -3.7837 0.1221
C -4.8666 5.5323 -6.7656 -0.2776
C -6.9722 6.7943 -7.2775 -0.0831
C -6.6954 3.8381 -3.3049 -0.0650
F -0.2954 -3.0281 1.2065 0.1452
O 7.8767 -4.5369 2.8264 -0.1788
H 6.8167 -4.9300 4.5762 0.1398
H -3.3839 4.8359 -0.8356 0.1120
C 0.5906 -2.7702 2.1898 -0.4170
H -3.5939 -1.5331 2.5219 0.1086
H 8.1302 -4.4957 0.3210 0.0780
H -7.1501 3.4127 -2.4208 0.0985
C -5.0717 -0.0511 2.0491 -0.0820
O -8.0811 1.8734 1.5670 0.1084

***

[2]
88
Properties=species:S:1:pos:R:3:lowdin_spin:R:1 method="wB97M-V/def2-TZVPD" spin_multiplicity=2 s_squared=1.098 e_above_lowest_kcal_mol=2.71 e_lumo_ev="-1.894 / -1.738"
C 1.3783 3.1860 4.2516 -0.0004
H 1.2106 6.3661 2.0820 0.0000
O -1.6494 2.5258 -3.7565 0.0036
C -0.1691 -6.8646 1.0927 0.0000
N -0.3080 5.0359 -1.7913 -0.0170
C 3.1450 1.6142 1.2690 -0.0001
C -0.6475 -7.0068 2.3870 0.0000
H -1.3050 -5.9849 4.1531 0.0000
H 4.5229 -4.2440 -3.3953 0.0000
C 3.8494 -4.2997 -1.3588 0.0000
C -3.3303 0.6000 -5.4228 0.0011
C -2.9104 6.2113 0.4831 0.0022
H 2.1634 0.2654 3.6006 -0.0005
C 0.8073 4.2685 2.1992 -0.0006
H -3.8933 4.9989 1.9731 -0.0003
H 5.2439 1.8036 0.8799 0.0000
N -0.7790 2.8386 -0.5607 0.0090
H 2.9487 -4.1917 0.5826 0.0000
H -4.1685 -0.2070 -7.2178 0.0000
As -2.9652 -1.3150 -1.6705 -0.0007
C -1.5379 3.8936 -0.1678 -0.0003
H 5.0642 0.9945 -1.4491 0.0000
H -0.9138 -3.7459 3.2268 0.0000
C 2.9416 0.7468 -1.3588 0.0000
C 1.6746 -2.8235 -2.2360 0.0000
H 2.5157 -1.5356 1.8264 0.0000
C 4.2786 1.5285 0.4754 0.0000
C 1.8070 0.8412 -0.5632 -0.0003
C -3.9569 -0.3825 -6.1725 -0.0002
H 0.6157 0.2729 4.4843 0.0000
C 1.7732 -3.1670 -0.8938 0.0000
Sb 0.1587 1.2572 2.0260 -0.0097
H 3.2226 1.9697 2.2903 0.0000
C -2.4845 3.8574 0.8721 0.0081
H 1.4334 2.3013 4.8726 -0.0001
C -1.9943 6.2746 -0.5273 -0.0031
C -0.1729 -4.4701 1.3390 0.0001
O -4.5782 -1.9576 -1.2781 -0.0032
C 1.7947 5.5418 3.9776 -0.0002
H -2.6765 2.9283 1.3971 0.0037
H -0.8205 -7.9924 2.7986 0.0000
C -3.4126 -0.8533 -3.4995 0.0017
H -3.4660 7.0967 0.7561 0.0002
H -1.8114 7.1860 -1.0776 -0.0001
C -3.1553 5.0088 1.1833 -0.0037
C -4.0284 -1.8409 -4.2524 -0.0003
H -3.0398 1.5521 -5.8432 0.0001
H -0.0044 -1.8558 3.4995 0.0000
H 1.5477 -1.9664 4.3124 -0.0002
Sb 0.2656 -2.5033 0.5212 0.0002
C 0.8620 3.1072 2.9634 -0.0022
C -0.9134 -5.8806 3.1492 0.0000
C -0.6864 -4.6160 2.6233 0.0000
H 0.8259 -2.2536 -2.5869 0.0000
Co -1.7883 1.2113 -0.4668 0.9944
H 0.0140 -7.7419 0.4856 0.0000
S -2.2049 1.4297 -3.0090 0.0041
C 1.2676 5.4773 2.6966 0.0000
H -4.6369 -2.0370 -0.3189 -0.0001
C -3.0575 0.3408 -4.0934 0.0001
C 1.8479 4.3937 4.7518 -0.0001
C 1.0441 -1.5476 3.4339 -0.0003
C -4.2959 -1.5993 -5.5920 0.0013
O -1.9564 -2.5924 -1.7098 0.0006
O -3.1553 1.8287 -1.9574 0.0171
C 1.9031 1.2490 0.7607 0.0006
C 2.8651 -3.9122 -0.4603 0.0000
H 0.4111 4.2326 1.1933 -0.0002
C 1.6923 -2.1513 2.1879 -0.0001
C 1.1122 -0.0235 3.5576 -0.0060
C 3.7516 -3.9476 -2.6968 0.0000
O -1.1591 0.5666 -2.3787 0.0198
C 2.6603 -3.2121 -3.1331 0.0000
H -4.2799 -2.7797 -3.7759 0.0000
C -1.2703 5.1119 -0.8666 0.0009
Se 0.2851 3.4138 -1.8764 -0.0013
H -4.7584 -2.3702 -6.1936 0.0001
H 2.0690 -3.1485 2.4066 0.0000
O -2.6862 -0.4060 -0.2711 -0.0179
H 0.4200 -5.4849 -0.4473 0.0000
H 2.1605 6.4812 4.3703 0.0000
H 0.8404 0.5944 -0.9884 -0.0001
H 2.5793 -2.9305 -4.1758 0.0000
H 4.6984 -4.8745 -1.0118 0.0000
C 0.0694 -5.6029 0.5690 0.0000
H 2.2539 4.4383 5.7541 0.0000
C 4.1790 1.0791 -0.8340 0.0000
H 2.8528 0.3993 -2.3789 0.0000

***

[3]
85
Properties=species:S:1:pos:R:3:lowdin_charge:R:1 method="wB97M-V/def2-TZVPD" e_above_lowest_kcal_mol=29.84 e_lumo_ev="-0.480 / -0.710"
C 0.2356 0.9416 4.2300 -0.2279
H -7.1392 -0.5942 2.2182 0.1033
C -5.1075 -0.9781 1.6722 -0.1264
H -4.9162 -1.4897 -0.8023 0.0911
C -2.6424 -2.5011 3.5550 -0.1100
H -2.1254 -5.1100 -2.6507 0.1051
C 3.2196 0.0560 4.0234 -0.0243
H 5.8104 -0.2494 0.5271 0.0844
C 0.3235 0.3999 2.9488 -0.0719
O 1.0503 -1.5205 0.7646 -0.1668
H 2.6268 -5.6466 1.1700 0.1022
N 1.7117 -1.7343 4.8251 0.1553
As -2.3119 -1.4755 0.8267 1.3218
H -2.6044 0.1792 -4.4731 0.0948
C -1.6348 0.4713 -2.7115 -0.8867
H 0.5949 -0.6369 2.7930 0.0974
C -4.0108 -4.0990 -2.7555 -0.0893
C -3.0718 -2.5676 -0.6160 -0.3394
C 6.1110 -0.1398 1.5688 -0.0519
H -1.2806 -3.7371 -0.8039 0.0784
C -1.6819 -4.5270 4.4178 -0.0877
H -2.7248 1.3858 1.2631 0.0286
H -5.7592 -2.8714 -2.6568 0.1015
H 6.4073 0.8925 1.7330 0.0730
C -6.1679 -0.1623 2.0255 -0.0809
C -3.6940 0.9509 1.4938 -0.1407
H -0.9396 -4.1535 1.1505 0.0773
C -4.7540 1.7671 1.8485 -0.0795
H -0.6249 4.0664 3.2619 0.1091
C -5.9905 1.2097 2.1210 -0.0859
C 4.2968 0.4104 3.2287 -0.0317
H -0.5306 -5.6727 3.0191 0.1046
C 2.3054 -4.8531 0.5113 -0.0870
H 3.2836 -3.2724 3.4848 0.1068
H 1.9549 -4.1884 -2.7793 0.1083
N 0.0862 1.1100 1.8437 -0.0261
H 1.7341 -2.7351 4.9907 0.1552
H -0.4090 2.9459 1.0463 0.0918
H 1.6577 -3.5612 2.0891 0.0861
N -0.1736 -1.0558 -1.8533 -0.1217
Pd -0.4328 -0.0967 0.0573 0.5885
H 2.7316 0.8121 4.6167 0.1041
C 1.3661 -2.6180 0.2065 -0.3832
C 2.4153 -5.0118 -0.8745 -0.1104
H 2.8450 -5.9125 -1.2827 0.0928
H 5.1290 -2.6231 2.0265 0.1195
H -3.2108 -1.5890 3.7108 0.0961
H 4.6059 1.4459 3.2049 0.1116
C -1.3776 -3.9333 2.1136 -0.1149
C 4.5980 -1.8611 2.5785 -0.0312
C 4.9814 -0.5285 2.4707 -0.2793
C 0.6099 -2.0554 -2.1294 -0.0854
C -2.2836 -3.5696 -1.1789 -0.1208
S -1.6547 1.5180 -1.3348 0.5903
C -4.3151 -2.3064 -1.1843 -0.1040
C -4.7835 -3.0735 -2.2379 -0.0857
H -4.6165 2.8371 1.9006 0.1032
H -6.8189 1.8421 2.4046 0.1016
O 0.1667 -1.7575 6.4463 0.0675
C -0.3545 3.0228 3.1998 -0.0466
H -4.3801 -4.7007 -3.5733 0.1006
C -2.4244 -3.3728 4.6080 -0.0876
H -0.0213 0.5879 6.2037 0.1530
C -2.7494 -4.3326 -2.2336 -0.0764
C -3.8587 -0.4259 1.4004 -0.3870
C 1.7829 -3.7032 1.0289 -0.0526
H -5.2357 -2.0530 1.5980 0.1134
C -2.1435 -2.7829 2.2851 -0.3374
H -1.5058 -5.2026 5.2420 0.1027
H -2.9920 1.6595 -3.6487 0.0692
C 3.5420 -2.2281 3.3831 -0.0357
N -2.3975 0.8597 -3.7632 0.0582
C 0.7498 -1.1337 5.5802 -0.5175
N 0.4610 0.2150 5.3935 0.1373
C 2.8029 -1.2694 4.0759 -0.2415
C -1.1436 -4.7948 3.1702 -0.0848
H 0.6318 -2.3812 -3.1723 0.1296
C -0.2382 2.4012 1.9679 -0.1530
C 1.3308 -2.8641 -1.2110 -0.1634
N -0.9474 -0.6198 -2.8592 -0.0303
H -2.8137 -3.1441 5.5893 0.1054
C -0.1171 2.2915 4.3494 0.0051
H -0.1974 2.7461 5.3267 0.1184
H 6.9729 -0.7836 1.7338 0.0790
C 1.9247 -4.0400 -1.7070 -0.0588

***

[4]
91
Properties=species:S:1:pos:R:3:lowdin_spin:R:1 method="wB97M-V/def2-TZVPD" spin_multiplicity=2 s_squared=0.784 e_above_lowest_kcal_mol=0.00 e_lumo_ev="-4.068 / -3.883" charge=+1
Sb 1.3783 -0.9301 2.2953 0.0003
Cl -4.1019 6.7825 0.5028 0.0000
H -0.1751 -1.2873 4.4921 0.0000
N -1.6516 -1.5317 -2.3850 -0.0076
H 3.8759 -0.3167 3.1671 0.0000
H -2.1569 -3.2289 -1.3353 0.0000
H -1.7644 6.4212 2.0559 0.0000
C -2.7349 -1.8682 0.9292 0.0021
H 4.3992 -3.4496 3.4688 0.0000
C 3.2165 -1.2175 -1.0983 -0.0063
C -2.1423 -2.7701 -2.3161 0.0023
C 1.7931 4.3626 -0.4786 -0.0003
C 2.8866 -0.0153 3.5111 -0.0002
H 1.0366 -4.4916 -0.7056 -0.0002
H -1.0822 1.0853 -4.4140 0.0005
C -1.1669 4.3870 1.7066 -0.0001
H 3.1934 1.3719 -0.0874 0.0000
H 2.7610 -0.3191 4.5497 0.0000
C -3.2131 -2.7780 1.8564 -0.0036
H -2.8946 -3.3086 -5.5605 0.0001
H 1.3618 -1.8707 -3.8425 0.0001
H 3.3937 -4.7895 -1.1540 0.0000
O -0.7655 1.0063 0.4180 -0.0243
C -3.4173 4.2107 0.0787 0.0000
H -1.9953 -0.9802 -5.6742 0.0000
O -2.9999 -0.1874 -0.6031 -0.0139
Br -1.9961 -4.0148 2.5788 -0.0001
C 1.8381 -2.9735 2.8649 0.0007
C 1.0657 6.6355 -0.4804 -0.0003
C 1.2988 -2.6816 -3.1165 -0.0049
H -4.3007 4.1569 -0.5418 0.0000
H -2.9903 -4.4451 -3.3355 0.0000
H 0.4477 -3.6439 0.7288 0.0001
H 3.8379 -2.0292 -1.4706 -0.0008
C -2.5930 3.1094 0.2350 -0.0001
H 2.7872 1.0668 3.4374 0.0000
H 0.4250 -3.2933 -3.3360 0.0001
C -1.6142 -0.9074 -3.5722 0.0011
H -0.7024 7.0524 -1.6350 0.0000
H -0.2905 4.4353 2.3387 0.0000
C -1.1116 0.4611 -3.5270 0.0179
H 2.7921 5.9428 0.5895 0.0000
C -4.9304 -0.9047 0.6617 -0.0020
C 2.8828 -3.5523 1.9648 -0.0006
C 3.6228 -4.4778 -0.1393 -0.0006
C -1.9829 5.4907 1.5512 -0.0001
C 1.2632 -3.7005 0.0110 -0.0033
H 2.1771 -2.9640 3.9007 0.0001
Br -5.2165 -3.9581 3.4779 -0.0010
O 0.4809 2.1004 1.8795 -0.0020
H -1.2028 -0.8089 3.1253 0.0000
N -0.7610 0.9141 -2.3873 -0.0069
C -2.5995 -3.4430 -3.4366 0.0014
H 6.1834 -4.3870 2.0586 0.0000
V -1.1395 -0.3633 -0.6369 1.1166
C -0.1649 4.9903 -1.7284 -0.0003
C -2.5460 -2.8081 -4.6676 0.0024
C 5.1885 -4.2584 1.6535 -0.0008
H 0.8986 -3.5244 2.8185 0.0000
N 1.5110 1.6715 -1.2237 0.0003
H 3.5189 -0.9769 -0.0816 0.0000
H 1.1887 7.6611 -0.1590 0.0000
C -1.4617 3.1983 1.0411 -0.0007
C 4.9050 -4.6496 0.3529 0.0001
C 4.1831 -3.7252 2.4430 0.0001
H 3.4098 3.5722 0.5675 0.0000
N 2.6604 3.3557 -0.0717 -0.0002
H -0.9903 4.7000 -2.3633 -0.0001
C 1.9639 5.6811 -0.0573 0.0001
C -2.0452 -1.5177 -4.7373 0.0021
C -5.4170 -1.7997 1.6151 -0.0064
C 2.4699 2.0893 -0.4585 0.0001
C 0.5718 2.5896 -1.6387 -0.0016
C -4.5628 -2.7401 2.2074 -0.0043
Br -7.2320 -1.7363 2.0881 -0.0018
C -0.5134 2.0729 1.1917 -0.0008
C -3.5876 -0.9521 0.3192 -0.0002
C 0.7368 4.0044 -1.3113 -0.0001
O -1.4551 -1.7782 0.5097 -0.0250
H 3.3031 -0.3492 -1.7483 0.0000
N -0.4830 2.2515 -2.3123 -0.0031
H 5.6726 -5.0916 -0.2683 0.0000
H -2.8424 2.1837 -0.2668 0.0000
Sb 1.1981 -1.8666 -1.1371 -0.0226
C -3.0959 5.3942 0.7267 0.0000
C -0.0011 6.2926 -1.3183 0.0000
Br -5.9962 0.3787 -0.1989 0.0004
H -0.2346 0.4154 3.9728 0.0000
C 2.6081 -3.9177 0.6366 -0.0003
C -0.2594 -0.6195 3.6360 -0.0003
H 2.1950 -3.2954 -3.1970 -0.0008

***

[5]
80
Properties=species:S:1:pos:R:3:lowdin_spin:R:1 method="wB97M-V/def2-TZVPD" spin_multiplicity=4 s_squared=3.788 e_above_lowest_kcal_mol=81.16 e_lumo_ev="-5.951 / -6.653" charge=+2
C 1.6490 -3.3482 -3.6022 0.0001
H -2.5610 0.1910 -3.8050 0.0024
C 1.9283 2.3254 3.9507 0.0370
Si -0.1368 -2.6365 0.6987 -0.0017
C 0.4644 -4.1794 -1.6431 0.0000
H 2.5111 -1.3674 -3.3840 0.0000
N 2.6046 1.8404 2.8712 0.0298
C -2.6588 -0.8430 -3.4693 0.0119
C -0.8496 -0.1143 -0.5882 0.1411
H -2.4945 -4.0750 -4.5755 0.0004
H 5.6709 -0.4836 -1.5440 -0.0006
C 1.9755 -2.1847 -2.8963 0.0001
C 4.2790 0.9690 4.3695 -0.0002
H 4.0446 1.4008 6.4638 0.0013
H 2.3587 4.5864 2.2785 0.0016
H 1.8469 2.5829 6.0610 -0.0005
C -2.0736 1.7953 0.3942 0.1542
H -0.2962 -0.5046 -1.4378 0.0021
C -1.2826 1.2659 -0.6769 0.1446
C -1.7617 -0.3139 1.6166 0.2567
H 3.1009 2.7468 -1.6460 0.0006
H -2.9313 -4.5169 -2.1450 -0.0001
C -2.5347 -1.9210 -4.3614 -0.0006
C 4.3371 0.6012 1.8690 0.0244
C -6.9806 0.5357 -1.1271 0.0022
H -7.6590 0.5720 -1.9770 0.0001
C 2.6135 3.1446 -0.7608 -0.0031
H -3.2743 -2.5958 -0.5888 0.0001
H 1.9249 -3.4512 -4.6559 0.0000
C -3.0458 -2.4142 -1.6489 0.0098
C -5.6092 0.4304 -1.3503 0.0029
H -6.9617 0.5978 2.2781 0.0001
C 1.2061 3.3519 -0.6382 0.0319
H 4.3079 3.6539 0.6471 0.0060
H 6.0066 -0.3624 2.7620 -0.0003
H 0.7380 1.0639 0.4320 0.0606
C 0.9511 -4.3719 -2.9483 0.0001
C -2.6147 -3.2382 -3.8822 0.0073
C -4.6967 0.3547 -0.2836 0.0086
C -7.4812 0.5854 0.1783 -0.0008
H 1.9754 -1.2119 -0.9760 0.0008
H -0.0357 4.1740 1.0590 0.0155
C -6.5874 0.5251 1.2531 0.0019
C 0.9414 3.9220 0.6550 0.0954
Tc 1.9266 2.0664 0.9024 1.5135
C 1.5976 -2.0517 -1.5566 0.0005
H 0.7278 -5.3071 -3.4688 0.0000
C -5.2144 0.3641 1.0238 -0.0010
Si -2.8160 0.2645 -0.7646 0.1871
H -2.3711 -1.7389 -5.4281 -0.0002
H -2.4315 2.8301 0.3357 0.0027
H -1.8994 -0.8718 2.5396 0.0126
H 7.0345 -1.0216 0.5440 0.0013
H -8.5546 0.6687 0.3477 -0.0001
C 3.7474 1.1355 3.0879 0.0222
H -0.1327 -4.9550 -1.1567 0.0000
C 0.7023 -2.9777 -0.9684 0.0001
H -5.2311 0.3990 -2.3714 0.0005
H -4.5463 0.2387 1.8751 -0.0002
C 6.0698 -0.5101 0.5974 0.0284
Cl 1.4933 -2.1369 1.9077 0.0068
C -1.0827 -0.9406 0.5588 0.0195
C -2.2042 1.0191 1.5693 0.0157
C 2.4208 2.1720 5.2380 -0.0011
C -2.8923 -1.1072 -2.1198 0.0186
H 3.4855 0.6346 -1.3403 0.0015
N 3.6364 0.9097 0.7392 0.0193
H -0.6324 -3.7691 1.4116 0.0001
H 0.9815 2.8298 3.7451 0.0049
C 4.1087 0.4431 -0.4569 0.0282
H 5.2041 0.4192 4.4378 -0.0004
C 2.2044 4.1202 1.3119 0.0095
C 5.5272 -0.1322 1.8192 -0.0006
C 5.3270 -0.2107 -0.5501 -0.0021
C -2.8708 -3.4928 -2.5280 -0.0006
H -2.6344 1.4993 2.4568 -0.0016
C 3.2420 3.6366 0.4380 0.0251
H -0.9329 1.9032 -1.4842 0.0161
C 3.6260 1.5020 5.4651 0.0263
H 0.4751 3.0851 -1.3840 0.0036